104
Properties=species:S:1:pos:R:3 method="wB97M-V/def2-TZVPD" homo_lumo_gap_ev=5.851 total_energy_ev=-53862.1807 homo_ha=-0.583 total_charge=+3
O 12.3138 -13.9947 -9.5244
O 13.7097 -11.3873 -16.7695
O 9.6006 -9.8823 -17.5284
O 11.2994 -13.4046 -12.5894
O 9.4236 -13.0301 -9.4062
O 12.6188 -13.7464 -14.2678
O 10.4268 -13.6887 -14.4721
N 9.1087 -12.3447 -10.3670
N 13.0320 -14.7761 -10.1077
N 11.6365 -8.7997 -17.0841
N 14.1103 -12.4853 -17.1060
N 11.4735 -13.7034 -13.7848
C 15.6419 -14.3866 -16.3714
C 14.4817 -14.3028 -10.4044
C 15.5281 -12.8864 -16.6977
C 13.5476 -17.1340 -10.0064
C 10.7218 -10.5995 -9.7347
C 7.9973 -12.1412 -12.5215
C 15.4263 -15.5430 -10.0623
C 8.2835 -14.4360 -11.5521
C 9.2243 -10.1517 -11.5863
C 10.4910 -9.8053 -16.7508
C 6.6977 -12.8324 -10.5132
C 12.0670 -16.3996 -11.9122
C 13.7270 -13.3206 -19.4398
C 10.5811 -10.5670 -15.4548
C 14.9093 -16.8953 -10.5890
C 14.8691 -13.2087 -9.4635
C 8.1660 -10.3637 -9.2862
C 15.8317 -12.1548 -15.3534
C 11.1368 -7.4220 -17.5063
C 14.6528 -13.8978 -11.8657
C 12.4614 -16.1162 -10.4051
C 11.7626 -13.1452 -17.8386
C 9.2934 -10.8913 -10.2405
C 7.9360 -10.6127 -12.3413
C 8.0643 -12.9378 -11.2210
C 16.5902 -12.5540 -17.7870
C 13.3915 -14.8518 -17.4269
C 11.1935 -16.3864 -9.5318
C 14.9143 -15.2672 -17.3891
C 13.2777 -13.4013 -17.9679
H 11.4752 -12.9540 -16.8036
H 12.8256 -15.4862 -18.1083
H 15.1564 -12.4117 -14.5396
H 10.8677 -17.4262 -9.5895
H 14.7405 -13.5500 -19.7557
H 7.7749 -15.0387 -10.7990
H 10.4297 -7.3312 -18.3238
H 15.6699 -13.5001 -11.8575
H 11.0923 -13.9065 -18.2296
H 14.9321 -16.9630 -11.6797
H 10.3549 -15.7628 -9.8327
H 7.0175 -10.3129 -11.8383
H 10.8474 -6.8292 -16.6397
H 12.6647 -15.6988 -12.4980
H 6.7631 -13.3672 -9.5650
H 9.3132 -14.7866 -11.5075
H 10.7906 -9.5741 -9.3763
H 8.8493 -12.4397 -13.1443
H 13.6618 -17.1663 -8.9192
H 10.1601 -10.0183 -14.6088
H 9.1998 -9.0753 -11.4330
H 12.3334 -17.4184 -12.1787
H 16.4282 -15.4947 -10.4911
H 11.3948 -16.3338 -8.4602
H 7.2344 -12.5362 -13.1943
H 5.9342 -13.2896 -11.1435
H 12.8937 -14.9780 -16.4655
H 7.8517 -14.6191 -12.5327
H 16.3462 -12.9457 -18.7731
H 17.5767 -12.9988 -17.6631
H 11.5416 -10.9989 -15.1757
H 13.0810 -18.0934 -10.2320
H 15.4188 -15.1362 -18.3473
H 15.9324 -12.9782 -9.4790
H 15.2150 -14.5076 -15.3730
H 15.5672 -17.7202 -10.3115
H 8.5990 -9.5922 -8.6499
H 11.5345 -12.2446 -18.4180
H 15.5805 -15.6169 -8.9853
H 11.9705 -9.2078 -17.9551
H 14.2645 -12.3189 -9.6565
H 13.0410 -13.9628 -19.9895
H 9.8574 -11.3772 -15.5549
H 16.7091 -11.4710 -17.8277
H 16.6817 -14.6894 -16.2589
H 13.5861 -12.2765 -19.7294
H 15.7731 -11.0781 -15.5423
H 6.2261 -11.8674 -10.3338
H 7.8566 -11.2123 -8.6793
H 14.6433 -13.3434 -8.4034
H 7.2814 -9.9075 -9.7237
H 15.1293 -16.2987 -17.1108
H 12.1065 -6.9732 -17.7299
H 14.7243 -14.7142 -12.5825
H 10.8435 -11.1290 -8.7852
H 10.0451 -10.4861 -12.2225
H 13.9305 -13.1449 -12.1724
H 11.5197 -10.9442 -10.3881
H 7.8532 -10.2422 -13.3642
H 11.0406 -16.1433 -12.1645
H 16.8625 -12.1198 -14.9991
H 12.2496 -8.8221 -16.2759

100
Properties=species:S:1:pos:R:3 method="wB97M-V/def2-TZVPD" homo_lumo_gap_ev=9.405 total_energy_ev=-48490.7521 homo_ha=-0.327 relative_energy_kj_mol=138.5 total_charge=0
O 7.3636 -13.6722 10.0195
O 10.0569 -12.2264 7.5124
O 14.0328 -20.9593 5.0512
O 12.4489 -10.4121 8.6984
O 11.4367 -14.5147 7.1852
O 7.3003 -20.2959 7.5687
O 11.6851 -18.1984 9.7131
O 12.4308 -18.7710 1.3212
C 13.0654 -18.8399 11.4945
C 12.3663 -14.7672 6.1466
C 11.4864 -16.8535 6.8397
C 6.2056 -18.2512 7.2410
C 11.0621 -19.3609 10.2477
C 14.6497 -9.6863 9.2401
C 13.0873 -18.9847 2.5562
C 11.7754 -16.0366 5.5714
C 12.4858 -17.6609 10.7604
C 8.2690 -19.2660 7.8146
C 8.0159 -13.1834 6.4795
C 6.4083 -15.6772 10.5070
C 14.6835 -11.0694 8.6683
C 11.2704 -15.7355 7.8988
C 6.0031 -19.7706 7.2591
C 7.6951 -18.0688 7.0879
C 12.7555 -17.4989 0.7767
C 13.1710 -9.6300 9.6794
C 12.7894 -21.5292 5.4254
C 7.6591 -14.8687 10.7949
C 13.3719 -16.7205 1.9272
C 14.6897 -20.4612 6.2333
C 6.0226 -13.3366 10.3017
C 13.4204 -11.0546 7.8433
C 13.6561 -20.5261 7.3858
C 12.0985 -20.0118 11.1640
C 9.2410 -12.2502 6.3766
C 14.0599 -17.8011 2.7347
C 12.3677 -20.6620 6.5918
C 5.3040 -14.6488 10.6853
H 10.2705 -15.7786 8.3268
H 13.8741 -21.4233 7.9611
H 15.0218 -19.4401 6.0329
H 5.2267 -20.1154 7.9393
H 13.0079 -10.1316 10.6374
H 12.6055 -20.8300 10.6483
H 13.3979 -14.8459 6.5226
H 13.0731 -11.9796 7.3883
H 15.5370 -11.2248 7.9963
H 13.5164 -10.3104 7.0376
H 13.4704 -17.6414 -0.0413
H 14.7491 -11.8047 9.4711
H 12.4541 -19.0843 3.4527
H 10.6057 -17.4751 6.6910
H 7.8125 -14.5735 11.8350
H 7.4093 -12.7774 7.2906
H 14.3577 -17.5098 3.7395
H 6.3803 -16.0685 9.4907
H 5.6399 -17.7183 6.4748
H 7.9818 -18.1652 6.0380
H 8.5585 -15.2354 10.3040
H 12.0354 -15.8245 8.6698
H 5.8771 -17.8050 8.1859
H 5.5544 -12.8274 9.4595
H 12.9182 -22.5722 5.7527
H 11.8275 -17.0913 11.4289
H 12.7660 -8.6201 9.6429
H 8.8849 -11.2447 6.1615
H 8.1010 -17.1294 7.4713
H 10.6613 -20.0190 9.4822
H 15.5825 -21.0772 6.3592
H 10.8694 -15.8672 4.9934
H 13.2214 -18.5971 12.5441
H 12.5186 -16.3378 2.4980
H 12.4295 -13.9136 5.4676
H 13.9907 -19.2248 11.0613
H 4.4778 -14.8595 10.0079
H 11.8444 -17.0144 0.4225
H 6.2453 -16.5253 11.1804
H 14.6621 -8.8683 8.5143
H 13.2371 -16.9890 10.3478
H 5.7432 -20.1106 6.2530
H 7.3895 -13.1105 5.5849
H 14.9902 -18.1051 2.2397
H 12.3172 -17.4223 7.2545
H 4.9908 -14.5591 11.7243
H 12.4648 -16.5860 4.9200
H 8.2720 -14.2372 6.5791
H 10.5058 -13.0933 7.6141
H 13.9224 -15.8781 1.5089
H 15.3191 -9.4517 10.0651
H 13.6864 -19.5873 7.9344
H 8.3665 -19.2922 8.9035
H 12.0776 -21.5932 4.6017
H 11.9253 -19.7181 6.2757
H 5.9725 -12.6814 11.1823
H 9.2286 -19.4933 7.3417
H 13.5135 -19.9906 2.4980
H 9.8458 -12.6173 5.5345
H 11.7321 -20.5087 12.0645
H 11.6129 -21.1941 7.1830
H 10.2159 -19.0512 10.8756